w | The following is a DFT calculation (the ωB97M-V functional and the def2-TZVPD basis) of a 2-piece molecular cluster, C4H4F3N overall.

Charge: 0
Gap between HOMO and LUMO, eV: 9.28

Element x y z (Å)
1 F 2.364 0.155 -1.103
2 F 2.494 0.595 1.013
3 F 2.041 -1.451 0.195
4 N -0.355 1.366 1.166
5 C 1.916 -0.126 0.083
6 C -2.135 -0.572 -0.471
7 C -0.915 -0.116 -0.736
8 C -0.184 0.447 0.392
9 H -2.789 -0.982 -1.194
10 H -2.395 -0.458 0.558
11 H -0.511 -0.394 -1.603
12 H 0.469 1.536 1.702

***

x | The following is a DFT calculation (the ωB97M-V functional and the def2-TZVPD basis) of the molecule C4H4F3N.

Charge: 0
Gap between HOMO and LUMO, eV: 9.72
Structure (SMILES): CC1=N[C@@H]1C(F)(F)F

Element x y z (Å)
1 F 2.370 -0.847 -1.102
2 F 2.552 -0.988 1.056
3 F 2.981 0.891 0.012
4 N -0.208 1.448 -0.103
5 C -2.231 -0.192 -0.326
6 C 2.259 -0.205 -0.002
7 C -1.030 0.490 0.030
8 C 0.624 0.249 0.402
9 H -2.575 -1.111 0.340
10 H -3.135 0.379 -0.392
11 H -2.232 -0.372 -1.456
12 H 0.625 0.257 1.541

***

Which structure loses on stability? x does.

***

w | The following is a DFT calculation (the ωB97M-V functional and the def2-TZVPD basis) of a 2-piece molecular cluster, CH7N3 overall.

Charge: 0
Gap between HOMO and LUMO, eV: 10.17
Structure (SMILES): [H]/N=C/N.N

Element x y z (Å)
1 N 0.290 0.525 0.298
2 N 2.265 0.673 -0.944
3 N -3.089 -0.961 0.790
4 C 1.340 -0.006 -0.391
5 H -2.221 -0.822 1.287
6 H 1.248 -1.077 -0.590
7 H -0.365 0.006 0.835
8 H 0.379 1.466 0.632
9 H -2.908 -1.253 -0.163
10 H 2.782 0.013 -1.514
11 H -3.595 -0.086 0.664

***

x | The following is a DFT calculation (the ωB97M-V functional and the def2-TZVPD basis) of a 2-piece molecular cluster, CH7N3 overall.

Charge: 0
Gap between HOMO and LUMO, eV: 10.01
Structure (SMILES): [H]/N=N\[H].CN

Element x y z (Å)
1 N -2.070 -0.444 0.377
2 N -2.638 0.390 -0.322
3 N 1.918 -0.500 -0.325
4 C 1.078 0.564 0.247
5 H -2.449 -1.413 0.232
6 H 0.211 0.799 -0.403
7 H 1.616 1.508 0.459
8 H -3.347 -0.095 -0.907
9 H 2.456 -0.898 0.442
10 H 0.622 0.204 1.173
11 H 2.604 -0.116 -0.971

***

Which structure loses on stability? x does.

***

w | The following is a DFT calculation (the ωB97M-V functional and the def2-TZVPD basis) of C8H17F4N3 as an isolated structure.

Charge: +2
Gap between HOMO and LUMO (spin up / spin down), eV: 8.84 / 8.84

Element x y z (Å)
1 F -1.425 -0.103 -2.311
2 F -1.663 -0.310 1.753
3 F 1.676 -0.458 -2.040
4 F -2.744 0.635 -0.773
5 N -0.086 -1.099 -0.078
6 N 0.343 1.472 0.322
7 N -1.525 0.758 -1.329
8 C -1.753 -1.684 1.499
9 C 1.073 2.074 -0.765
10 C 1.589 -1.817 -1.633
11 C 1.217 -1.840 -0.164
12 C -1.292 -1.866 0.026
13 C -0.727 2.434 0.626
14 C -0.230 0.190 -0.092
15 C 1.177 1.112 1.486
16 H -1.116 -2.909 -0.152
17 H 0.816 -2.141 -2.325
18 H 2.231 1.037 1.068
19 H -1.077 -2.107 2.199
20 H 1.038 0.182 1.982
21 H -2.021 -1.676 -0.737
22 H 0.968 3.164 -0.714
23 H 2.063 -1.441 0.493
24 H 2.489 -2.303 -1.893
25 H 1.097 -2.854 0.219
26 H -1.138 2.771 -0.327
27 H 1.143 1.872 2.276
28 H 2.020 1.667 -0.874
29 H -2.777 -1.926 1.611
30 H -1.486 1.986 1.243
31 H 0.386 1.886 -1.727
32 H -0.268 3.295 1.131

***

x | The following is a DFT calculation (the ωB97M-V functional and the def2-TZVPD basis) of C8H17F4N3 as an isolated structure.

Charge: +2
Gap between HOMO and LUMO (spin up / spin down), eV: 9.50 / 9.49

Element x y z (Å)
1 F -0.792 1.795 -2.309
2 F 2.057 -1.213 2.013
3 F 0.644 1.106 3.107
4 F 0.147 2.698 1.829
5 N -0.266 1.441 2.220
6 N 1.066 0.373 -0.113
7 N -1.259 -0.293 0.612
8 C 1.105 0.267 -1.582
9 C -2.474 0.591 0.766
10 C -1.148 -1.292 1.796
11 C -0.002 0.423 0.578
12 C -1.521 -1.120 -0.576
13 C 2.889 -0.543 1.138
14 C 0.571 1.579 -2.321
15 C 2.327 0.804 0.567
16 H -0.487 -2.167 1.482
17 H -3.307 0.171 0.253
18 H -1.803 -0.660 -1.543
19 H 2.260 1.627 1.350
20 H -2.017 -1.856 1.907
21 H -2.437 1.640 0.394
22 H 0.829 1.588 -3.363
23 H 3.793 -0.235 1.665
24 H 1.103 2.346 -1.764
25 H 3.082 1.084 -0.150
26 H -0.619 -0.851 2.678
27 H 0.499 -0.528 -1.802
28 H -2.684 0.539 1.841
29 H -2.237 -1.844 -0.295
30 H -0.582 -1.617 -0.741
31 H 2.140 0.180 -1.794
32 H 3.249 -1.225 0.324

***

Which structure loses on stability? x does.

***

w | The following is a DFT calculation (the ωB97M-V functional and the def2-TZVPD basis) of the molecule C7H13IO3S.

Charge: 0
Gap between HOMO and LUMO, eV: 9.49
Structure (SMILES): CC[C@H](I)OC(=O)OCCCS

Element x y z (Å)
1 I 0.707 -2.266 -0.388
2 S -4.343 -1.086 0.660
3 O 0.398 2.848 -0.854
4 O -0.367 1.586 0.844
5 O 0.738 0.626 -0.944
6 C 2.917 -0.245 -0.640
7 C -2.573 0.958 -0.037
8 C 1.504 -0.245 -0.129
9 C -3.236 -0.310 -0.564
10 C 0.226 1.748 -0.353
11 C 3.826 -1.170 0.173
12 C -1.425 0.622 0.892
13 H -1.774 0.643 1.910
14 H -1.067 -0.376 0.719
15 H -3.316 1.554 0.463
16 H -3.463 -1.244 1.650
17 H 4.092 -2.057 -0.373
18 H -2.238 1.525 -0.900
19 H 2.875 -0.600 -1.656
20 H 3.292 0.767 -0.653
21 H 3.336 -1.481 1.083
22 H -2.483 -1.039 -0.820
23 H 4.743 -0.680 0.459
24 H -3.813 -0.112 -1.450
25 H 1.445 0.035 0.909

***

x | The following is a DFT calculation (the ωB97M-V functional and the def2-TZVPD basis) of the molecule C7H13IO3S.

Charge: 0
Gap between HOMO and LUMO, eV: 9.53
Structure (SMILES): CC[C@@H](I)[C@@H]1CCS(=O)(=O)OC1

Element x y z (Å)
1 I 2.312 -2.010 -0.665
2 S 1.521 1.841 -0.173
3 O 2.084 3.216 -0.112
4 O 2.295 0.962 0.966
5 O 1.797 1.287 -1.525
6 C 1.482 0.045 1.717
7 C -1.918 -1.546 -1.444
8 C -0.860 0.739 0.846
9 C -0.257 2.012 0.160
10 C -0.446 -0.991 -1.444
11 C 0.275 -1.437 -0.132
12 C 0.159 -0.437 1.080
13 H -0.330 -1.019 1.883
14 H -1.146 1.046 1.870
15 H 2.102 -0.806 2.032
16 H -1.789 0.385 0.382
17 H 0.064 -1.512 -2.268
18 H 1.204 0.557 2.663
19 H -0.373 0.076 -1.676
20 H -2.230 -1.711 -0.393
21 H -0.200 -2.385 0.161
22 H -0.455 2.951 0.688
23 H -2.643 -0.841 -1.871
24 H -1.922 -2.536 -1.916
25 H -0.727 2.116 -0.832

***

Which structure loses on stability? x does.

***

w | The following is a DFT calculation (the ωB97M-V functional and the def2-TZVPD basis) of the molecule C9H10ClN3OS.

Charge: 0
Gap between HOMO and LUMO, eV: 8.60
Structure (SMILES): NC(=O)N(S)N1CCc2cc(Cl)ccc21

Element x y z (Å)
1 Cl 2.678 3.659 2.574
2 S -0.930 0.407 -2.952
3 O 0.808 -1.700 -3.549
4 N 1.343 -2.328 -1.469
5 N -0.283 -0.763 -1.792
6 N -0.158 -0.421 -0.334
7 C -0.135 1.171 1.267
8 C -1.340 -0.692 0.429
9 C 0.645 -1.614 -2.371
10 C 2.320 2.232 0.329
11 C 1.799 2.550 1.570
12 C 0.509 0.700 0.061
13 C -1.469 0.461 1.443
14 C 0.581 2.113 2.046
15 C 1.716 1.303 -0.423
16 H -1.830 0.201 2.389
17 H -2.253 1.194 1.203
18 H -1.775 -0.486 -3.529
19 H 1.170 -2.142 -0.477
20 H 2.039 1.012 -1.453
21 H 3.215 2.797 0.175
22 H 1.955 -3.108 -1.889
23 H -1.195 -1.674 0.848
24 H 0.189 2.407 2.912
25 H -2.234 -0.563 -0.235

***

x | The following is a DFT calculation (the ωB97M-V functional and the def2-TZVPD basis) of a 2-piece molecular cluster, C9H10ClN3OS overall.

Charge: 0
Gap between HOMO and LUMO (spin up / spin down), eV: 6.74 / 6.84

Element x y z (Å)
1 Cl -2.312 3.645 -2.918
2 S -0.704 1.659 1.608
3 O -2.105 -0.376 2.833
4 N 0.186 -0.834 -0.025
5 N -0.372 -1.844 2.900
6 N 0.028 0.208 1.975
7 C 1.606 -0.789 -0.423
8 C 1.705 0.344 -1.486
9 C -0.234 1.876 -2.308
10 C -1.811 0.499 -0.426
11 C -2.354 1.555 -1.156
12 C 0.316 0.871 -1.589
13 C -0.479 0.125 -0.678
14 C -1.598 2.268 -2.064
15 C -0.923 -0.666 2.597
16 H 0.442 -2.092 2.297
17 H 2.071 -0.568 0.561
18 H 1.892 -1.652 -1.051
19 H 0.335 2.439 -2.947
20 H 2.343 1.183 -0.996
21 H -1.851 1.076 2.292
22 H -0.816 -2.666 3.256
23 H 1.950 -0.058 -2.505
24 H -3.373 1.847 -0.823
25 H -2.439 -0.201 0.070

***

Which structure loses on stability? x does.

***

w | The following is a DFT calculation (the ωB97M-V functional and the def2-TZVPD basis) of C4H3Br as an isolated structure.

Charge: 0
Gap between HOMO and LUMO, eV: 8.25

Element x y z (Å)
1 Br 0.217 -2.346 -0.939
2 C -0.125 0.526 -0.270
3 C 0.655 1.477 0.117
4 C -0.272 -0.822 0.304
5 C 1.670 2.274 0.166
6 H -1.325 -1.012 0.481
7 H -1.055 0.662 -1.240
8 H 0.234 -0.760 1.382

***

x | The following is a DFT calculation (the ωB97M-V functional and the def2-TZVPD basis) of a 2-piece molecular cluster, C4H3Br overall.

Charge: 0
Gap between HOMO and LUMO, eV: 9.95
Structure (SMILES): C#CC#CBr.[H][H]

Element x y z (Å)
1 Br -1.460 -2.528 3.965
2 C -0.376 -2.194 2.506
3 C 0.082 -1.847 1.463
4 C 1.504 -1.559 -0.685
5 C 0.727 -1.742 0.243
6 H 1.620 1.000 -0.961
7 H 1.910 -1.696 -1.609
8 H 1.418 1.688 -1.053

***

Which structure loses on stability? w does.

***

w | The following is a DFT calculation (the ωB97M-V functional and the def2-TZVPD basis) of C5H7BrN2 as an isolated structure.

Charge: 0
Gap between HOMO and LUMO (spin up / spin down), eV: 8.56 / 7.17

Element x y z (Å)
1 Br -3.568 -0.984 0.017
2 N -2.372 1.618 0.082
3 N -1.313 2.309 0.057
4 C 0.425 -1.121 -0.322
5 C -0.333 0.107 -0.162
6 C 1.805 -1.066 0.344
7 C -0.088 1.507 -0.072
8 C -2.323 0.350 -0.005
9 H 1.695 -0.973 1.422
10 H 0.552 -1.290 -1.401
11 H 0.431 1.928 -0.937
12 H -0.146 -1.972 0.061
13 H 0.501 1.788 0.807
14 H 2.382 -0.221 -0.022
15 H 2.354 -1.981 0.132

***

x | The following is a DFT calculation (the ωB97M-V functional and the def2-TZVPD basis) of the molecule C5H7BrN2.

Charge: 0
Gap between HOMO and LUMO (spin up / spin down), eV: 7.69 / 7.69

Element x y z (Å)
1 Br 1.731 -3.411 0.565
2 N -0.562 -0.960 -1.867
3 N 0.081 -1.798 -1.199
4 C -0.184 0.395 -1.378
5 C -0.084 1.465 0.968
6 C 0.318 -2.212 -0.101
7 C 0.411 0.514 0.108
8 C -0.496 0.029 1.194
9 H -0.834 2.383 0.558
10 H -1.626 -0.091 1.022
11 H -0.275 -0.609 2.031
12 H 0.720 0.755 -1.997
13 H 0.644 1.871 1.749
14 H 1.368 0.763 -0.093
15 H -1.212 0.907 -1.560

***

y | The following is a DFT calculation (the ωB97M-V functional and the def2-TZVPD basis) of the molecule C5H7BrN2.

Charge: 0
Gap between HOMO and LUMO, eV: 9.01
Structure (SMILES): Cc1c(Br)ncn1C

Element x y z (Å)
1 Br -1.697 3.179 -2.329
2 N -0.970 -0.223 -0.281
3 N -2.610 0.518 -1.586
4 C -2.187 -0.452 -0.801
5 C -0.582 1.035 -0.695
6 C 0.634 1.775 -0.256
7 C -1.665 1.467 -1.469
8 C -0.113 -1.284 0.209
9 H 0.871 -0.849 0.243
10 H -2.734 -1.433 -0.634
11 H 1.144 1.034 0.357
12 H 1.251 1.669 -1.182
13 H -0.484 -1.377 1.172
14 H 0.665 2.753 0.167
15 H -0.250 -2.051 -0.456

***

Which structure loses on stability? x does.

***

w | The following is a DFT calculation (the ωB97M-V functional and the def2-TZVPD basis) of an isolated ion of composition C3H6IN2 and charge +1.

Charge: +1
Gap between HOMO and LUMO (spin up / spin down), eV: 7.67 / 7.67

Element x y z (Å)
1 I -0.388 1.990 0.721
2 N 1.088 2.434 -0.395
3 N 0.385 -0.524 -0.796
4 C -0.128 -0.480 0.427
5 C 1.147 -0.224 -1.580
6 C -1.381 -1.173 0.630
7 H -1.716 -0.943 1.615
8 H 1.987 2.303 0.078
9 H 1.708 0.213 -2.390
10 H -1.311 -2.202 0.553
11 H 0.605 -0.706 1.264
12 H -1.996 -0.688 -0.126

***

x | The following is a DFT calculation (the ωB97M-V functional and the def2-TZVPD basis) of an isolated ion of composition C3H6IN2 and charge +1.

Charge: +1
Gap between HOMO and LUMO (spin up / spin down), eV: 8.67 / 8.67

Element x y z (Å)
1 I 3.203 -0.261 -0.046
2 N 0.225 -0.860 -0.172
3 N 0.345 1.775 0.084
4 C -1.091 -0.143 -0.167
5 C -0.759 1.334 -0.233
6 C 1.235 -0.158 0.613
7 H -1.624 -0.330 0.772
8 H 0.094 -1.827 0.163
9 H -1.554 2.005 -0.553
10 H -1.714 -0.473 -1.000
11 H 0.569 -0.915 -1.144
12 H 1.071 -0.148 1.682

***

Which structure loses on stability? w does.